(1)
DFT (the ωB97M-V functional and the def2-TZVPD basis) results for a cluster of 5 separate species, C36H72BrFNO17PS2 in total.

- Max |F|: 1.13 eV/A
- E: -6560.02395 a.u.
- E_LUMO: -0.05 eV
- Structure (SMILES): CP(C)[C@]1(S(C)(=O)=O)[C@@H](CC(=O)Br)OC(=O)[C@]1(CCF)N=C=S.COCCOCCOC.COCCOCCOC.COCCOCCOC.COCCOCCOC
- Multiplicity: 1

CARTESIAN COORDINATES (ANGSTROEM)
C  3.337  -5.844  2.551
P  3.506  -6.481  0.838
C  5.266  -6.321  0.347
C  2.476  -5.378  -0.283
S  0.740  -5.556  0.270
C  0.495  -7.197  0.899
O  0.577  -4.664  1.389
O  -0.139  -5.381  -0.853
C  2.608  -5.832  -1.762
C  1.915  -7.129  -2.191
C  2.637  -7.811  -3.320
O  2.935  -8.950  -3.332
Br  3.122  -6.680  -4.817
O  2.059  -4.744  -2.513
C  1.994  -3.609  -1.776
O  1.427  -2.636  -2.145
C  2.820  -3.869  -0.506
C  2.767  -2.865  0.647
C  1.472  -2.070  0.870
F  1.791  -0.700  0.848
N  4.237  -3.870  -0.992
C  4.667  -3.069  -1.801
S  5.212  -2.063  -2.841
H  4.259  -5.391  2.909
H  2.557  -5.087  2.599
H  3.036  -6.658  3.203
H  5.443  -5.615  -0.453
H  5.857  -6.053  1.220
H  5.590  -7.306  0.021
H  -0.569  -7.376  0.774
H  0.745  -7.163  1.956
H  1.119  -7.942  0.423
H  3.665  -5.954  -2.000
H  1.960  -7.855  -1.385
H  0.889  -6.925  -2.486
H  3.562  -2.137  0.527
H  2.997  -3.412  1.556
H  1.054  -2.288  1.849
H  0.701  -2.267  0.136
C  8.948  -2.936  -7.305
O  7.625  -2.664  -7.705
C  7.500  -2.002  -8.951
C  6.355  -2.545  -9.773
O  6.558  -3.840  -10.309
C  6.530  -4.960  -9.445
C  5.162  -5.333  -8.921
O  4.685  -4.397  -7.972
C  3.316  -4.079  -8.082
H  9.408  -2.067  -6.822
H  8.913  -3.755  -6.587
H  9.570  -3.245  -8.151
H  8.427  -2.084  -9.528
H  7.304  -0.937  -8.765
H  6.266  -1.899  -10.650
H  5.413  -2.480  -9.223
H  7.245  -4.858  -8.627
H  6.862  -5.794  -10.069
H  5.245  -6.316  -8.436
H  4.465  -5.426  -9.760
H  2.999  -3.993  -9.127
H  3.162  -3.115  -7.598
H  2.696  -4.826  -7.575
C  -4.317  4.910  2.032
O  -2.988  4.696  1.612
C  -2.008  5.409  2.341
C  -0.777  4.575  2.614
O  -0.948  3.540  3.566
C  -1.735  2.408  3.230
C  -1.126  1.481  2.203
O  -1.122  2.046  0.906
C  0.060  1.811  0.170
H  -4.734  5.816  1.577
H  -4.907  4.053  1.707
H  -4.391  4.983  3.121
H  -2.416  5.767  3.292
H  -1.696  6.282  1.751
H  -0.043  5.244  3.070
H  -0.342  4.199  1.686
H  -2.750  2.694  2.949
H  -1.802  1.838  4.161
H  -1.728  0.562  2.185
H  -0.110  1.214  2.513
H  0.951  1.887  0.800
H  0.122  2.575  -0.607
H  0.044  0.828  -0.306
C  -8.623  10.145  -1.194
O  -9.082  8.814  -1.254
C  -9.726  8.457  -2.463
C  -9.342  7.071  -2.926
O  -8.020  6.945  -3.415
C  -6.936  6.985  -2.506
C  -6.781  5.762  -1.632
O  -7.800  5.680  -0.650
C  -8.321  4.387  -0.442
H  -9.425  10.832  -0.901
H  -7.836  10.189  -0.442
H  -8.205  10.471  -2.152
H  -9.492  9.177  -3.254
H  -10.813  8.467  -2.299
H  -9.974  6.845  -3.789
H  -9.561  6.326  -2.158
H  -6.950  7.895  -1.902
H  -6.048  7.029  -3.141
H  -5.812  5.832  -1.121
H  -6.771  4.865  -2.261
H  -8.441  3.843  -1.385
H  -9.304  4.498  0.017
H  -7.685  3.800  0.230
C  0.466  4.052  7.040
O  -0.396  3.575  8.052
C  -1.659  3.142  7.582
C  -2.114  1.870  8.259
O  -1.403  0.703  7.883
C  -0.075  0.527  8.338
C  0.064  0.195  9.806
O  -0.229  1.304  10.636
C  -0.980  1.003  11.789
H  0.250  5.099  6.800
H  1.489  3.981  7.409
H  0.379  3.452  6.129
H  -1.635  2.985  6.498
H  -2.402  3.922  7.799
H  -3.137  1.684  7.921
H  -2.146  1.991  9.344
H  0.561  1.372  8.067
H  0.288  -0.346  7.788
H  1.103  -0.112  9.984
H  -0.587  -0.653  10.048
H  -1.767  0.270  11.579
H  -1.454  1.926  12.124
H  -0.344  0.623  12.596

***

(2)
DFT (the ωB97M-V functional and the def2-TZVPD basis) results for a cluster of 5 separate species, C36H72F6N4O4P in total.

- Max |F|: 9.37 eV/A
- E: -2874.20735 a.u.
- Total charge: +3
- E_LUMO: -9.12 eV
- Multiplicity: 1

CARTESIAN COORDINATES (ANGSTROEM)
C  -3.031  5.941  2.193
C  -4.574  5.979  2.238
C  -5.210  4.480  2.152
C  -5.070  3.542  3.325
C  -5.811  4.344  4.448
C  -5.145  5.677  4.814
N  -4.945  6.491  3.582
O  -4.647  7.810  3.907
C  -3.678  5.495  5.425
C  -6.002  6.385  5.845
C  -5.203  6.899  1.141
H  -2.501  5.080  2.600
H  -2.579  6.820  2.652
H  -2.704  6.103  1.166
H  -4.742  3.998  1.293
H  -6.267  4.543  1.893
H  -4.085  3.157  3.587
H  -5.800  2.749  3.162
H  -5.775  3.770  5.374
H  -6.897  4.355  4.355
H  -3.085  6.393  5.600
H  -3.066  4.773  4.884
H  -3.789  5.065  6.421
H  -5.954  5.806  6.767
H  -7.001  6.553  5.444
H  -5.528  7.334  6.093
H  -4.882  6.678  0.123
H  -5.060  7.943  1.419
H  -6.283  6.754  1.110
C  11.480  -0.801  2.071
C  10.130  -1.378  2.578
C  9.963  -1.101  4.119
C  8.516  -1.110  4.572
C  7.725  -0.059  3.813
C  7.621  -0.372  2.250
N  9.089  -0.591  1.793
O  9.338  -0.364  0.433
C  6.966  0.874  1.557
C  6.829  -1.661  1.843
C  10.099  -2.850  2.281
H  11.677  -1.018  1.021
H  12.301  -1.340  2.543
H  11.582  0.252  2.333
H  10.430  -0.146  4.360
H  10.619  -1.744  4.706
H  8.518  -0.785  5.612
H  8.121  -2.114  4.414
H  8.083  0.955  3.990
H  6.685  -0.091  4.137
H  7.409  1.813  1.890
H  5.891  0.839  1.731
H  7.151  0.885  0.483
H  7.443  -2.553  1.718
H  6.378  -1.473  0.869
H  6.034  -1.873  2.557
H  10.785  -3.491  2.836
H  10.548  -3.076  1.314
H  9.153  -3.388  2.337
C  -0.071  -8.338  3.107
C  0.179  -6.953  2.380
C  1.478  -7.156  1.544
C  1.352  -7.851  0.232
C  0.291  -7.176  -0.626
C  -1.173  -7.103  -0.007
N  -1.001  -6.658  1.453
O  -1.989  -5.853  1.974
C  -1.920  -8.426  -0.195
C  -1.889  -5.921  -0.794
C  0.367  -5.810  3.428
H  -0.232  -9.173  2.425
H  -0.832  -8.359  3.887
H  0.874  -8.635  3.562
H  2.263  -7.549  2.189
H  1.897  -6.185  1.279
H  1.117  -8.914  0.286
H  2.306  -7.959  -0.283
H  0.265  -7.707  -1.577
H  0.615  -6.154  -0.823
H  -1.281  -9.279  0.035
H  -2.403  -8.580  -1.160
H  -2.633  -8.538  0.622
H  -2.880  -5.862  -0.345
H  -1.898  -6.216  -1.844
H  -1.468  -4.916  -0.775
H  -0.478  -5.569  4.073
H  0.542  -4.876  2.894
H  1.285  -5.902  4.009
C  -1.749  2.480  -6.406
C  -3.074  3.096  -6.174
C  -3.124  4.315  -7.085
C  -3.563  4.064  -8.531
C  -4.906  3.312  -8.521
C  -4.884  1.947  -7.832
N  -4.265  2.153  -6.483
O  -4.460  1.110  -5.612
C  -3.975  0.915  -8.596
C  -6.389  1.391  -7.703
C  -3.145  3.515  -4.737
H  -1.645  1.629  -5.733
H  -0.944  3.194  -6.236
H  -1.586  2.047  -7.393
H  -2.140  4.771  -7.191
H  -3.735  5.093  -6.627
H  -2.857  3.463  -9.103
H  -3.686  4.978  -9.111
H  -5.353  3.270  -9.515
H  -5.750  3.911  -8.181
H  -4.342  0.503  -9.536
H  -3.927  -0.007  -8.017
H  -2.943  1.212  -8.782
H  -6.846  1.422  -8.692
H  -7.129  1.820  -7.027
H  -6.397  0.305  -7.606
H  -2.918  2.694  -4.057
H  -4.169  3.801  -4.498
H  -2.532  4.407  -4.613
P  0.347  -0.361  -0.138
F  0.009  1.205  0.153
F  -0.578  -0.320  -1.517
F  1.733  0.193  -0.827
F  0.815  -1.917  -0.200
F  1.159  -0.369  1.342
F  -0.983  -0.776  0.662

***

(3)
DFT (the ωB97M-V functional and the def2-TZVPD basis) results for a cluster of 11 separate species, C36H72IN12O13 in total.

- Max |F|: 2.04 eV/A
- E: -3348.09388 a.u.
- Total charge: -1
- E_LUMO: 1.40 eV
- Multiplicity: 1

CARTESIAN COORDINATES (ANGSTROEM)
C  5.147  -0.890  -1.119
C  4.106  -0.497  -2.220
C  3.419  0.811  -1.774
C  1.918  0.954  -2.154
N  1.352  -0.173  -2.909
C  0.634  -1.170  -2.116
C  1.267  -1.426  -0.715
O  2.005  -2.448  -0.631
O  1.021  -0.656  0.235
N  -0.839  -1.026  -2.078
C  -1.468  -1.780  -3.120
C  -1.574  -3.279  -2.729
O  -1.116  -4.144  -3.418
I  -2.585  -3.881  -0.909
C  -1.360  0.322  -1.904
C  -1.579  0.750  -0.453
C  -1.951  -0.193  0.480
C  -2.203  0.114  1.781
C  -2.090  1.432  2.162
C  -1.703  2.400  1.284
C  -1.451  2.055  -0.032
C  -1.034  3.191  -0.953
H  5.392  -0.060  -0.451
H  6.014  -1.397  -1.558
H  4.645  -1.637  -0.488
H  3.446  -1.354  -2.303
H  4.706  -0.318  -3.119
H  3.477  0.856  -0.681
H  3.993  1.669  -2.142
H  1.847  1.829  -2.822
H  1.324  1.236  -1.278
H  0.752  0.202  -3.632
H  0.810  -2.124  -2.632
H  -0.895  -1.799  -4.060
H  -2.487  -1.457  -3.359
H  -2.364  0.340  -2.336
H  -0.814  1.117  -2.412
H  -2.038  -1.219  0.144
H  -2.488  -0.657  2.486
H  -2.311  1.721  3.189
H  -1.629  3.434  1.605
H  -1.674  4.064  -0.794
H  -0.026  3.508  -0.655
H  -1.000  2.922  -2.005
O  4.241  -2.472  -5.526
C  4.390  -3.547  -4.975
N  5.611  -3.939  -4.519
C  3.257  -4.516  -4.750
H  5.773  -4.816  -4.057
H  6.380  -3.304  -4.648
H  2.829  -4.791  -5.713
H  2.495  -4.032  -4.139
H  3.587  -5.422  -4.242
O  -3.068  5.005  3.604
C  -4.223  4.700  3.375
N  -4.532  3.547  2.712
C  -5.394  5.551  3.798
H  -5.473  3.270  2.504
H  -3.771  2.948  2.412
H  -5.313  6.537  3.336
H  -5.383  5.663  4.878
H  -6.347  5.107  3.502
O  -6.654  6.827  6.332
C  -6.937  7.922  6.771
N  -8.221  8.379  6.763
C  -5.904  8.857  7.350
H  -8.490  9.277  7.117
H  -8.928  7.773  6.382
H  -5.159  9.077  6.587
H  -5.420  8.369  8.194
H  -6.343  9.794  7.693
O  1.392  -7.810  1.751
C  0.482  -7.374  1.067
N  -0.548  -8.176  0.684
C  0.416  -5.947  0.595
H  -1.314  -7.855  0.121
H  -0.531  -9.135  0.984
H  1.295  -5.728  -0.010
H  0.404  -5.284  1.459
H  -0.475  -5.759  -0.004
O  -2.675  2.084  -3.986
C  -3.382  2.339  -4.938
N  -3.638  1.408  -5.900
C  -4.029  3.689  -5.135
H  -4.216  1.583  -6.700
H  -3.217  0.500  -5.793
H  -3.251  4.448  -5.193
H  -4.674  3.898  -4.284
H  -4.627  3.730  -6.046
O  -7.169  2.298  7.403
C  -6.422  2.068  6.467
N  -5.974  3.056  5.653
C  -5.937  0.676  6.138
H  -5.358  2.892  4.875
H  -6.276  3.998  5.845
H  -6.797  0.041  5.932
H  -5.393  0.279  6.994
H  -5.278  0.665  5.270
O  -5.930  8.325  2.484
C  -6.959  8.967  2.526
N  -8.150  8.421  2.153
C  -7.006  10.404  2.988
H  -9.018  8.920  2.175
H  -8.146  7.464  1.842
H  -6.366  11.004  2.343
H  -6.638  10.458  4.011
H  -8.016  10.813  2.957
O  7.735  -1.648  -2.759
C  8.441  -0.727  -3.112
N  8.011  0.169  -4.043
C  9.827  -0.498  -2.558
H  8.561  0.944  -4.359
H  7.087  0.038  -4.422
H  10.441  -1.372  -2.768
H  9.757  -0.358  -1.481
H  10.306  0.379  -2.995
O  7.175  -7.069  -2.871
C  7.906  -7.360  -3.796
N  8.410  -6.405  -4.625
C  8.311  -8.783  -4.100
H  9.013  -6.604  -5.400
H  8.154  -5.450  -4.439
H  7.416  -9.370  -4.298
H  8.829  -9.196  -3.236
H  8.969  -8.847  -4.967
O  4.091  -9.364  4.013
C  4.775  -8.441  3.604
N  4.340  -7.593  2.643
C  6.164  -8.170  4.138
H  4.892  -6.831  2.297
H  3.415  -7.733  2.255
H  6.788  -9.044  3.961
H  6.102  -7.982  5.209
H  6.627  -7.307  3.659